(1)
ORCA calculation (ωB97M-V/def2-TZVPD) on a cluster of 9 separate species, C26H72N2O13 in total at a distorted geometry.

The SMILES is COCCNCCOC.COCCNCCOC.OCCO.OCCO.CCO.CCO.CCO.CCO.CCO. Its charge is 0. The energy above the lowest of the compared OMol25 structures with the same formula, charge and spin comes out at 812.0 kJ/mol. The calculation puts the HOMO-LUMO gap at 8.4745 eV. The total energy comes out at -57713.6488 eV.

Element x y z (Å)
C: -0.99 2.54 1.40
O: -1.28 1.89 2.56
C: -0.82 2.47 3.78
C: -1.78 2.42 5.05
N: -2.21 1.01 4.99
C: -2.98 0.63 6.16
C: -4.01 -0.51 5.70
O: -3.75 -1.34 4.79
C: -4.27 -2.68 4.93
H: -1.65 3.32 1.31
H: -1.39 1.84 0.69
H: -0.06 3.02 1.28
H: -0.50 3.55 3.55
H: 0.17 2.03 4.02
H: -2.61 3.14 5.14
H: -1.11 2.50 5.79
H: -1.42 0.40 5.00
H: -3.57 1.37 6.76
H: -2.36 0.28 7.01
H: -4.96 -0.09 5.51
H: -4.02 -0.92 6.72
H: -4.68 -3.11 4.02
H: -5.14 -2.71 5.64
H: -3.50 -3.33 5.22
C: 6.16 4.03 -3.00
O: 5.01 3.54 -3.59
C: 3.91 3.19 -2.73
C: 2.60 3.69 -3.27
N: 1.57 3.29 -2.34
C: 0.24 3.84 -2.60
C: -0.88 3.59 -1.52
O: -2.06 3.50 -1.83
C: -2.61 4.68 -2.37
H: 6.88 4.53 -3.68
H: 6.72 3.12 -2.66
H: 5.83 4.60 -2.16
H: 4.07 3.63 -1.76
H: 3.86 2.07 -2.80
H: 2.28 3.35 -4.33
H: 2.79 4.77 -3.27
H: 1.86 3.62 -1.45
H: -0.10 3.44 -3.62
H: 0.21 4.96 -2.70
H: -0.75 4.27 -0.65
H: -0.70 2.58 -1.16
H: -3.75 4.53 -2.68
H: -2.15 5.10 -3.22
H: -2.72 5.37 -1.62
C: 2.10 1.06 0.28
C: 2.19 1.38 1.65
O: 3.24 0.56 2.08
H: 1.08 1.39 0.01
H: 2.12 0.00 -0.16
H: 2.82 1.47 -0.46
H: 1.25 1.08 2.04
H: 2.37 2.40 1.85
H: 4.02 0.84 1.62
C: 0.00 -1.42 1.58
C: -0.86 -1.26 2.79
O: -2.24 -1.36 2.30
H: -0.07 -0.58 0.91
H: -0.18 -2.28 0.98
H: 1.12 -1.36 1.77
H: -0.58 -0.32 3.16
H: -0.57 -2.02 3.54
H: -2.31 -2.25 1.94
C: -4.03 -1.05 -1.84
C: -3.70 0.31 -1.27
O: -2.98 0.07 0.03
H: -3.21 -1.63 -2.19
H: -4.80 -0.75 -2.65
H: -4.39 -1.63 -0.99
H: -4.67 0.79 -1.15
H: -3.08 0.89 -2.03
H: -2.25 -0.54 -0.17
C: 5.35 -2.01 -3.96
C: 4.33 -1.05 -3.79
O: 3.54 -1.36 -2.63
H: 6.02 -1.69 -4.81
H: 5.01 -3.03 -4.01
H: 6.12 -2.07 -3.23
H: 3.67 -1.19 -4.63
H: 4.86 -0.10 -3.79
H: 2.76 -0.75 -2.63
C: -3.38 -3.73 0.42
C: -2.58 -4.64 1.22
O: -2.21 -3.91 2.34
H: -4.39 -3.78 0.69
H: -3.29 -3.93 -0.67
H: -3.05 -2.60 0.51
H: -1.71 -4.87 0.64
H: -3.06 -5.51 1.53
H: -1.53 -4.35 2.72
C: 2.41 -4.96 -2.06
C: 1.72 -4.52 -0.93
O: 0.32 -4.58 -1.16
O: 3.81 -5.05 -1.83
H: 2.32 -4.40 -2.93
H: 2.01 -5.92 -2.45
H: 1.94 -3.48 -0.67
H: 1.97 -5.16 -0.01
H: 0.08 -5.45 -0.90
H: 4.16 -4.19 -2.06
C: 0.09 0.06 -2.42
C: 0.03 -1.43 -2.29
O: -0.93 -1.69 -1.29
O: 1.33 0.52 -2.92
H: -0.26 0.53 -1.55
H: -0.67 0.41 -3.12
H: 1.09 -1.71 -1.91
H: -0.18 -2.02 -3.21
H: -0.77 -2.62 -0.95
H: 1.29 1.49 -2.90


(2)
ORCA calculation (ωB97M-V/def2-TZVPD) on a cluster of 8 separate species, C26H73N5O11 in total at a distorted geometry.

Its charge is -1. The energy above the lowest of the compared OMol25 structures with the same formula, charge and spin comes out at 191.7 kJ/mol. The calculation puts the HOMO-LUMO gap (alpha / beta) at 1.5236 / 8.8600 eV. Its spin multiplicity is 2. The total energy comes out at -58107.3232 eV.

Element x y z (Å)
C: 0.20 -0.50 1.07
C: -0.79 0.41 0.21
O: -0.06 1.39 -0.46
O: -0.52 -1.21 2.11
H: 0.97 0.19 1.42
H: 0.80 -1.21 0.50
H: -1.48 0.93 0.88
H: -1.42 -0.25 -0.39
H: 0.60 1.75 0.14
H: 0.11 -1.64 2.70
C: 1.90 -4.34 3.83
C: 1.27 -5.77 4.14
O: 0.57 -6.41 3.15
O: 0.87 -3.32 3.70
H: 2.37 -4.33 2.85
H: 2.63 -4.12 4.60
H: 0.68 -5.73 5.06
H: 2.14 -6.29 4.54
H: 1.12 -6.87 2.52
H: 0.21 -3.69 3.11
C: 2.66 2.74 0.10
C: 2.42 3.52 -1.17
O: 2.79 4.90 -1.01
O: 1.45 2.88 0.92
H: 3.48 3.14 0.70
H: 2.88 1.68 -0.08
H: 1.38 3.47 -1.49
H: 2.93 3.07 -2.02
H: 2.20 5.34 -1.61
H: 1.20 3.80 0.94
C: -3.06 6.05 -0.91
C: -2.84 4.96 0.19
C: -3.13 3.48 -0.40
O: -4.54 3.19 -0.72
C: -4.79 1.77 -0.61
N: -1.43 5.09 0.22
H: -3.20 7.11 -0.69
H: -4.09 5.98 -1.25
H: -2.50 5.92 -1.83
H: -3.27 5.11 1.18
H: -2.76 2.78 0.35
H: -2.53 3.37 -1.31
H: -5.83 1.45 -0.64
H: -4.56 1.39 0.38
H: -4.21 1.10 -1.25
H: -0.98 4.19 0.29
H: -1.15 5.66 1.00
C: 3.33 1.33 -6.79
C: 2.59 0.47 -5.78
C: 3.32 0.46 -4.39
O: 2.53 0.24 -3.15
C: 1.94 -1.06 -2.86
N: 1.38 1.17 -5.62
H: 2.73 1.15 -7.68
H: 4.18 0.72 -7.11
H: 3.57 2.37 -6.57
H: 2.33 -0.55 -6.08
H: 3.76 1.45 -4.31
H: 4.19 -0.19 -4.54
H: 2.70 -1.75 -2.50
H: 1.35 -1.57 -3.62
H: 1.28 -0.96 -1.99
H: 1.54 2.14 -5.83
H: 1.03 1.36 -4.69
C: 5.08 -1.67 6.31
C: 5.64 -0.27 6.08
C: 4.86 0.62 5.05
O: 4.59 -0.14 3.90
C: 3.94 0.45 2.70
N: 5.73 0.27 7.44
H: 5.32 -2.22 7.22
H: 5.51 -2.39 5.61
H: 3.99 -1.62 6.29
H: 6.68 -0.37 5.76
H: 5.18 1.65 4.91
H: 3.86 0.92 5.38
H: 4.30 -0.22 1.93
H: 4.42 1.42 2.64
H: 2.87 0.67 2.70
H: 6.53 0.88 7.42
H: 5.91 -0.47 8.10
C: -2.07 -4.51 1.42
C: -3.53 -4.34 1.76
C: -3.81 -2.83 2.09
O: -5.16 -2.52 2.35
C: -5.62 -3.15 3.57
N: -4.41 -4.51 0.63
H: -1.61 -5.48 1.59
H: -1.53 -3.81 2.07
H: -1.67 -4.38 0.42
H: -3.79 -4.93 2.64
H: -3.46 -2.32 1.20
H: -3.26 -2.43 2.95
H: -6.66 -3.36 3.82
H: -5.27 -2.49 4.37
H: -5.36 -4.19 3.72
H: -4.18 -3.84 -0.08
H: -5.37 -4.26 0.83
C: -2.62 1.86 -6.14
C: -3.00 1.09 -4.88
C: -2.33 -0.24 -4.75
O: -2.95 -0.74 -3.62
C: -2.05 -1.62 -3.01
N: -2.58 2.08 -3.84
H: -1.58 1.64 -6.37
H: -2.55 2.95 -6.07
H: -3.15 1.74 -7.08
H: -4.08 0.91 -4.85
H: -1.26 -0.09 -4.86
H: -2.64 -0.96 -5.51
H: -1.92 -2.47 -3.67
H: -2.60 -2.14 -2.22
H: -1.02 -1.36 -2.75
H: -2.47 1.50 -3.02
H: -3.27 2.77 -3.60